Density functional theory data (ωB97M-V with the def2-TZVPD basis set) for a structure of composition C5H7N3 in a non-equilibrium geometry.

Each line ends with the Löwdin charge.
Element x y z (Å)
C1 -1.192 -2.327 0.375  0.009
C2 -0.795 -0.772 0.914  -0.261
C3 0.532 -0.418 1.566  -0.014
C4 0.434 1.554 -1.380  -0.248
C5 -0.418 0.162 -0.229  -0.430
H1 -2.039 -2.087 -0.301  0.077
H2 -0.403 -2.608 -0.199  0.026
H3 -1.529 -2.701 1.389  0.089
H4 -1.402 -0.152 1.741  0.167
H5 0.522 0.427 2.416  0.156
H6 1.135 -1.366 1.596  0.109
H7 0.358 2.718 -1.993  0.174
N1 0.976 0.149 0.011  -0.034
N2 1.521 1.275 -0.638  0.059
N3 -0.784 0.944 -1.105  0.121

Results
* ΔE to the lowest compared entry with this formula, charge and spin: 5.8676 eV
* spin multiplicity: 1
* HOMO-LUMO gap: 10.12 eV
* total charge: 0

***

Density functional theory data (ωB97M-V with the def2-TZVPD basis set) for a structure of composition C6H4AgN2S3Sb.

Each line ends with the Löwdin charge.
Element x y z (Å)
Ag1 -0.005 0.216 -0.335  0.280
S1 -4.019 1.072 1.015  -0.500
Sb1 -3.068 1.633 -0.974  -0.021
S2 -1.753 -0.350 -1.760  -0.349
S3 -0.814 2.526 -0.443  -0.295
N1 5.891 1.994 4.102  0.157
C1 5.000 1.665 3.457  -0.170
C2 3.874 1.250 2.643  -0.223
C3 3.997 0.143 1.814  -0.011
C4 2.897 -0.212 1.053  -0.116
N2 1.754 0.469 1.085  -0.038
C5 1.641 1.534 1.879  -0.129
C6 2.685 1.960 2.689  0.008
H1 4.914 -0.424 1.762  0.118
H2 2.930 -1.071 0.396  0.112
H3 0.693 2.060 1.830  0.052
H4 2.566 2.823 3.327  0.123

Results
* ΔE to the lowest compared entry with this formula, charge and spin: 0.0000 eV
* spin multiplicity: 2
* HOMO-LUMO gap (alpha / beta): 4.81 / 4.74 eV
* total charge: -1

***

Density functional theory data (ωB97M-V with the def2-TZVPD basis set) for a structure of composition C26H19MnN8O7S in a non-equilibrium geometry.

Each line ends with the Löwdin charge.
Element x y z (Å)
Mn1 -20.891 -5.392 -3.590  0.932
N1 -24.034 -4.539 -2.870  0.112
C1 -23.816 -5.911 -2.760  -0.245
C2 -24.919 -6.650 -2.222  0.009
C3 -24.788 -8.016 -2.115  -0.027
C4 -23.594 -8.652 -2.552  -0.032
C5 -22.575 -7.875 -3.071  -0.107
N2 -22.671 -6.525 -3.159  0.025
C6 -23.226 -3.464 -2.654  -0.300
C7 -23.858 -2.191 -2.560  0.003
C8 -23.093 -1.074 -2.238  -0.041
C9 -21.729 -1.280 -2.040  -0.057
C10 -21.151 -2.515 -2.306  -0.098
N3 -21.896 -3.622 -2.574  0.052
H1 -25.021 -4.312 -2.719  0.147
H2 -25.756 -6.099 -1.803  0.122
H3 -25.537 -8.578 -1.555  0.124
H4 -23.499 -9.727 -2.512  0.113
H5 -21.634 -8.368 -3.395  0.117
H6 -24.955 -2.135 -2.689  0.126
H7 -23.625 -0.122 -2.158  0.125
H8 -21.050 -0.446 -1.710  0.134
H9 -20.034 -2.656 -2.235  0.111
O1 -13.313 -6.195 -1.104  0.070
N4 -14.032 -6.769 -1.963  -0.309
O2 -13.638 -7.733 -2.630  0.084
C11 -15.363 -6.269 -2.260  -0.120
C12 -16.160 -6.832 -3.217  0.107
C13 -17.525 -6.478 -3.179  -0.063
C14 -17.977 -5.200 -2.610  -0.242
O3 -19.196 -4.838 -2.499  -0.113
C15 -16.951 -4.613 -1.834  -0.072
C16 -15.724 -5.134 -1.518  0.122
N5 -17.072 -3.266 -1.291  -0.308
O4 -16.653 -3.115 -0.130  0.090
O5 -17.391 -2.367 -2.089  0.075
N6 -18.350 -7.492 -3.661  -0.267
O6 -17.814 -8.570 -3.964  0.111
O7 -19.614 -7.267 -3.715  -0.064
H10 -15.730 -7.606 -3.827  0.139
H11 -15.098 -4.694 -0.750  0.148
S1 -19.369 -4.142 -9.830  1.040
C17 -19.785 -4.252 -8.124  -0.495
C18 -18.986 -3.746 -7.092  -0.013
C19 -19.429 -3.975 -5.785  -0.068
N7 -20.490 -4.773 -5.512  -0.051
C20 -21.234 -5.250 -6.513  -0.112
C21 -20.896 -5.037 -7.817  -0.070
C22 -19.226 -2.402 -10.071  -0.533
C23 -17.951 -1.970 -10.462  -0.085
C24 -17.820 -0.661 -10.891  -0.151
N8 -18.784 0.196 -10.781  0.069
C25 -19.989 -0.175 -10.367  -0.119
C26 -20.293 -1.500 -10.020  -0.053
H12 -18.034 -3.280 -7.283  0.122
H13 -18.942 -3.540 -4.931  0.112
H14 -22.122 -5.800 -6.245  0.118
H15 -21.524 -5.415 -8.622  0.117
H16 -17.094 -2.642 -10.367  0.107
H17 -16.860 -0.306 -11.254  0.117
H18 -20.698 0.595 -10.143  0.104
H19 -21.292 -1.805 -9.711  0.112

Results
* ΔE to the lowest compared entry with this formula, charge and spin: 0.0000 eV
* spin multiplicity: 6
* HOMO-LUMO gap (alpha / beta): 7.64 / 7.66 eV
* total charge: +1

***

Density functional theory data (ωB97M-V with the def2-TZVPD basis set) for an isolated molecule of C5H7NO.

Each line ends with the Löwdin charge.
Element x y z (Å)
O1 2.673 0.174 -0.229  0.079
C1 1.612 0.571 -0.636  -0.222
C2 0.317 -0.146 -0.389  -0.459
C3 -0.638 -0.304 -1.436  0.166
N1 -1.253 -0.546 1.122  -0.036
C4 -0.903 0.685 0.399  -0.125
C5 0.115 -1.064 0.828  -0.144
H1 1.506 1.482 -1.269  0.133
H2 -0.428 0.495 -2.167  0.029
H3 -1.865 -1.044 0.501  0.079
H4 -1.699 1.251 -0.106  0.123
H5 -0.358 1.369 1.079  0.140
H6 0.759 -0.784 1.662  0.117
H7 0.162 -2.137 0.643  0.121

Results
* ΔE to the lowest compared entry with this formula, charge and spin: 5.4246 eV
* spin multiplicity: 1
* HOMO-LUMO gap: 9.14 eV
* total charge: 0

***

Density functional theory data (ωB97M-V with the def2-TZVPD basis set) for a structure of composition C13H17CrN3O3SSe2 in a non-equilibrium geometry.

Each line ends with the Löwdin charge.
Element x y z (Å)
Cr1 -1.011 0.427 -0.619  0.075
N1 -4.265 -1.295 -2.960  0.049
C1 -3.141 -0.687 -2.455  -0.865
S1 -3.338 0.383 -1.103  0.604
N2 -2.011 -0.961 -3.013  -0.014
N3 -0.907 -0.365 -2.436  -0.179
C2 0.132 -0.407 -3.205  -0.081
C3 1.425 0.131 -2.929  -0.144
C4 2.414 0.037 -3.922  -0.062
C5 3.672 0.561 -3.746  -0.124
C6 3.980 1.187 -2.532  -0.105
C7 3.037 1.301 -1.540  -0.011
C8 1.722 0.807 -1.711  -0.342
O1 0.846 0.988 -0.780  -0.259
H1 -5.132 -0.834 -2.752  0.062
H2 -4.164 -1.678 -3.886  0.082
H3 -0.016 -0.894 -4.167  0.123
H4 2.162 -0.466 -4.850  0.104
H5 4.414 0.489 -4.531  0.087
H6 4.974 1.590 -2.375  0.094
H7 3.275 1.779 -0.598  0.112
O2 -2.513 -0.546 2.026  -0.173
C9 -1.757 -0.258 3.173  -0.250
C10 -0.257 -0.029 2.882  -0.538
C11 0.414 -0.015 4.277  -0.236
O3 0.463 -1.258 4.965  -0.070
C12 0.043 1.375 2.304  -0.532
Se1 -1.258 2.217 1.078  0.566
C13 0.435 -1.132 2.059  -0.489
Se2 -0.235 -1.712 0.282  0.680
H8 -3.424 -0.256 2.132  0.085
H9 -1.871 -1.102 3.874  0.114
H10 -2.131 0.648 3.666  0.123
H11 -0.098 0.738 4.893  0.121
H12 1.454 0.298 4.163  0.129
H13 -0.413 -1.653 4.947  0.064
H14 0.979 1.352 1.748  0.046
H15 0.150 2.084 3.130  0.047
H16 0.493 -2.044 2.651  0.050
H17 1.455 -0.801 1.861  0.059

Results
* ΔE to the lowest compared entry with this formula, charge and spin: 0.7008 eV
* spin multiplicity: 2
* HOMO-LUMO gap (alpha / beta): 6.74 / 6.76 eV
* total charge: -1

***

Density functional theory data (ωB97M-V with the def2-TZVPD basis set) for a structure of composition C43H44F4N3O3P2STl in a non-equilibrium geometry.

Each line ends with the Löwdin charge.
Element x y z (Å)
Tl1 -13.704 -13.734 -1.798  1.069
C1 -24.694 -19.134 -8.297  -0.030
N1 -19.943 -16.543 -6.960  -0.124
C2 -19.401 -16.672 -8.199  -0.033
C3 -19.665 -16.810 -5.769  -0.098
C4 -18.647 -14.296 -2.313  -0.031
N2 -19.849 -14.157 -2.421  0.066
C5 -21.051 -13.611 -1.899  -0.098
C6 -22.008 -13.082 -2.753  -0.150
F1 -21.806 -13.346 -4.053  0.105
C7 -23.158 -12.472 -2.222  -0.179
F2 -23.697 -11.508 -3.030  0.070
C8 -23.467 -12.524 -0.899  0.053
C9 -22.435 -12.841 -0.062  -0.150
F3 -22.853 -12.711 1.268  0.038
C10 -21.390 -13.638 -0.537  -0.160
F4 -20.807 -14.528 0.249  0.131
H1 -24.088 -20.004 -8.731  0.049
H2 -25.384 -18.842 -9.143  0.052
H3 -23.829 -18.620 -7.998  -0.002
H4 -18.625 -17.357 -8.411  0.034
H5 -19.944 -16.074 -8.985  0.065
H6 -21.161 -8.249 1.472  0.003
H7 -20.356 -16.723 -4.858  0.085
H8 -18.624 -16.424 -5.509  0.074
H9 -18.048 -13.530 -1.667  0.095
H10 -18.195 -15.044 -2.986  0.082
H11 -24.343 -12.040 -0.496  0.145
C11 -13.655 -10.023 -6.207  -0.300
N3 -12.938 -8.978 -5.365  -0.208
C12 -12.003 -9.595 -4.450  -0.241
P1 -12.622 -11.375 -3.837  1.016
C13 -13.920 -10.866 -2.785  -0.507
C14 -13.649 -9.929 -1.765  -0.092
C15 -14.714 -9.508 -0.953  -0.046
C16 -16.036 -9.942 -1.106  -0.044
C17 -16.262 -10.969 -2.033  -0.062
C18 -15.151 -11.509 -2.745  -0.265
C19 -11.302 -11.990 -2.875  -0.452
C20 -11.467 -12.068 -1.483  -0.278
C21 -10.732 -12.912 -0.711  -0.126
C22 -9.545 -13.389 -1.224  -0.075
C23 -9.228 -13.254 -2.556  -0.070
C24 -10.073 -12.524 -3.387  -0.051
C25 -13.587 -7.804 -4.983  -0.264
C26 -14.963 -7.482 -5.094  -0.011
C27 -15.345 -6.152 -4.750  -0.072
C28 -14.346 -5.212 -4.498  -0.097
C29 -12.969 -5.512 -4.437  -0.061
C30 -12.613 -6.810 -4.725  -0.052
P2 -12.804 -10.707 -7.905  1.080
C31 -14.509 -11.194 -8.284  -0.422
C32 -14.489 -12.356 -9.108  -0.131
C33 -15.639 -12.713 -9.838  -0.079
C34 -16.852 -12.058 -9.585  -0.102
C35 -16.875 -10.913 -8.838  -0.093
C36 -15.725 -10.407 -8.149  -0.055
C37 -12.484 -9.228 -8.934  -0.403
C38 -12.255 -9.416 -10.320  -0.134
C39 -11.669 -8.522 -11.233  -0.039
C40 -11.492 -7.185 -10.629  -0.060
C41 -11.750 -6.984 -9.263  -0.113
C42 -12.194 -7.970 -8.417  -0.107
H12 -14.664 -9.658 -6.396  0.013
H13 -13.833 -10.994 -5.694  0.006
H14 -11.915 -8.893 -3.542  0.107
H15 -11.042 -9.723 -5.011  0.105
H16 -12.668 -9.529 -1.583  0.108
H17 -14.456 -8.716 -0.273  0.109
H18 -16.848 -9.439 -0.535  0.130
H19 -17.289 -11.208 -2.383  0.118
H20 -15.399 -12.279 -3.515  0.097
H21 -12.126 -11.389 -0.979  0.077
H22 -11.048 -13.159 0.297  0.120
H23 -8.776 -13.856 -0.604  0.123
H24 -8.267 -13.707 -2.823  0.123
H25 -9.756 -12.505 -4.465  0.131
H26 -15.772 -8.223 -5.278  0.111
H27 -16.409 -6.035 -4.777  0.095
H28 -14.609 -4.172 -4.448  0.092
H29 -12.255 -4.740 -4.208  0.104
H30 -11.627 -7.190 -4.666  0.094
H31 -13.490 -12.842 -9.295  0.095
H32 -15.583 -13.587 -10.528  0.115
H33 -17.730 -12.247 -10.220  0.115
H34 -17.818 -10.427 -8.712  0.093
H35 -15.533 -9.324 -7.771  0.126
H36 -12.090 -10.500 -10.609  0.110
H37 -11.601 -8.858 -12.256  0.093
H38 -10.861 -6.411 -11.057  0.091
H39 -11.380 -6.026 -8.836  0.114
H40 -12.200 -7.828 -7.311  0.098
H41 -25.186 -19.504 -7.558  -0.069
C43 -16.420 -18.217 0.534  -0.195
S1 -16.887 -19.964 0.332  0.436
O1 -16.892 -20.945 1.456  -0.419
O2 -18.008 -20.088 -0.581  -0.402
O3 -15.562 -20.561 -0.297  -0.515
H42 -15.531 -18.302 1.142  0.034
H43 -17.057 -17.511 1.032  0.032
H44 -16.015 -17.874 -0.413  0.035

Results
* spin multiplicity: 1
* HOMO-LUMO gap: 2.80 eV
* total charge: 0